16
Properties=species:S:1:pos:R:3:forces:R:3 method="wB97M-V/def2-TZVPD" relative_energy_kcal_mol=7.96 e_tot_ev=-4342.183 homo_energy_ev=-11.567 smiles=CC.CC max_force_ev_per_a=1.76
C 0.6547 1.5508 -1.5709 0.97 -1.47 -0.04
C -0.2229 0.3299 -1.9085 -0.63 0.29 0.22
H 0.0748 2.2915 -1.0737 -0.33 0.85 0.10
H 1.4939 1.3195 -0.9086 -0.10 -0.16 0.04
H 1.1268 1.8938 -2.4886 -0.22 0.51 0.05
H -1.2567 0.6348 -1.7259 -0.10 -0.16 -0.47
H -0.1402 -0.5881 -1.3275 0.59 0.22 0.24
H -0.0944 0.0471 -2.9472 -0.19 -0.04 -0.16
C -0.4813 -0.2296 1.9594 0.58 -0.55 -1.15
C 0.0285 -1.6233 1.5524 0.32 0.39 -0.35
H 0.0912 0.4982 1.3775 0.12 0.18 0.40
H -1.5018 -0.0960 1.6012 -0.18 0.01 0.55
H -0.3269 -0.0762 3.0185 -0.40 0.30 0.18
H 0.2652 -1.6337 0.4919 -0.28 -0.05 -0.26
H -0.6989 -2.4094 1.7304 0.10 -0.15 0.26
H 0.9997 -1.8486 1.9968 -0.24 -0.14 0.41

16
Properties=species:S:1:pos:R:3:forces:R:3 method="wB97M-V/def2-TZVPD" relative_energy_kcal_mol=36.22 e_tot_ev=-4340.958 homo_energy_ev=-10.650 smiles=CC.CC max_force_ev_per_a=5.01
C -1.6785 0.6266 -0.8985 -0.62 1.89 -2.22
C -1.7946 -0.8875 -0.7099 4.72 1.08 1.31
H -1.8532 1.3061 -0.0761 -0.91 -0.23 0.43
H -0.7428 1.0704 -1.2401 0.89 -1.08 0.32
H -2.1908 1.0260 -1.8460 -0.49 -0.84 1.55
H -2.6738 -1.3094 -1.0059 -2.33 -1.04 -0.79
H -1.4762 -1.2487 0.3086 -0.89 0.66 -0.66
H -0.9158 -1.2684 -1.2761 -0.95 -0.37 -0.25
C 0.9011 0.0948 0.8624 -0.03 -3.18 -0.75
C 2.4668 0.2076 0.8848 -0.82 -0.34 -1.33
H 0.7922 -1.0327 1.1039 -0.56 1.87 1.07
H 0.2845 0.8124 1.4542 0.73 -0.83 -0.27
H 0.3973 -0.0863 -0.1197 1.17 1.25 0.45
H 2.8558 0.7192 -0.0099 -0.14 0.02 0.30
H 2.8966 -0.8469 0.8263 -0.29 1.59 0.61
H 2.7314 0.8167 1.7422 0.53 -0.47 0.25

16
Properties=species:S:1:pos:R:3:forces:R:3 method="wB97M-V/def2-TZVPD" relative_energy_kcal_mol=10.30 e_tot_ev=-4342.082 homo_energy_ev=-11.456 smiles=CC.CC max_force_ev_per_a=1.76
C 0.0078 -2.9448 0.5731 0.10 0.28 -0.98
C -0.0734 -1.4482 0.1758 -0.59 -0.91 -0.32
H 0.2640 -3.5698 -0.2848 0.37 0.01 0.10
H 0.7067 -3.1116 1.3862 0.03 -0.17 0.00
H -0.9779 -3.3012 0.8373 -0.18 -0.04 0.51
H 0.3156 -1.1720 -0.8019 0.58 -0.39 -0.01
H 0.4326 -0.8469 0.9190 -0.42 0.31 0.11
H -1.1399 -1.2579 0.0317 0.09 0.70 0.60
C 0.6532 1.8744 -0.0512 -0.33 0.15 -1.29
C -0.5839 2.5239 -0.6859 -0.27 0.46 1.68
H 0.4186 1.1882 0.7504 -0.06 0.22 0.30
H 1.0655 1.2785 -0.8704 0.53 -0.07 0.36
H 1.3591 2.6454 0.2513 0.16 -0.21 0.11
H -0.3153 3.0482 -1.5980 -0.31 -0.36 -0.33
H -0.9955 3.2890 -0.0157 0.16 0.09 -0.03
H -1.4049 1.8075 -0.7298 0.14 -0.06 -0.81

16
Properties=species:S:1:pos:R:3:forces:R:3 method="wB97M-V/def2-TZVPD" relative_energy_kcal_mol=18.13 e_tot_ev=-4341.742 homo_energy_ev=-11.623 smiles=CC.CC max_force_ev_per_a=4.35
C -1.5021 -0.3831 -1.0051 0.28 3.11 -1.15
C -2.7176 -0.5977 -1.8673 -0.78 0.84 -0.65
H -0.5968 -0.0934 -1.6263 -1.10 -0.33 0.66
H -1.6339 0.3891 -0.2429 -0.04 0.23 -0.21
H -1.2625 -1.2152 -0.4724 0.74 -2.65 1.37
H -2.4984 -1.4432 -2.4647 0.00 -0.89 -1.00
H -3.6921 -0.8054 -1.4209 0.35 -0.08 0.76
H -2.9665 0.2408 -2.5434 0.54 -0.21 0.21
C 1.8130 0.3443 0.7427 -0.81 -3.45 2.52
C 2.5005 0.6395 2.1107 -1.53 1.43 -0.28
H 1.3459 1.1629 0.3976 -1.08 3.32 -1.61
H 2.3457 -0.1763 -0.0724 0.14 0.29 0.75
H 0.8668 -0.2693 0.9964 1.54 0.33 -0.45
H 1.8649 1.3101 2.8120 0.74 -1.15 -1.38
H 2.6996 -0.2465 2.6372 0.18 -1.31 0.74
H 3.4334 1.1433 2.0190 0.82 0.52 -0.30

16
Properties=species:S:1:pos:R:3:forces:R:3 method="wB97M-V/def2-TZVPD" relative_energy_kcal_mol=40.15 e_tot_ev=-4340.787 homo_energy_ev=-11.126 smiles=CC.CC max_force_ev_per_a=5.46
C -2.1930 1.7225 -0.1628 -1.37 1.03 -1.08
C -1.4396 0.4281 0.1348 0.43 1.58 -5.20
H -1.6898 2.5229 -0.8338 -0.76 -1.64 0.90
H -3.2471 1.4229 -0.6056 1.99 1.25 0.99
H -2.2636 2.1749 0.8174 -0.83 0.71 -0.03
H -0.5224 0.4650 -0.5226 -0.57 -0.42 1.46
H -2.0756 -0.2769 -0.3458 -0.10 -1.44 0.27
H -1.3532 0.3349 1.1440 0.83 -0.80 2.55
C 2.2360 -1.3307 -0.5660 -1.33 4.63 -1.15
C 1.3515 -0.9157 0.6450 1.87 1.53 1.07
H 1.9013 -1.6732 -1.5275 -1.65 0.27 -0.39
H 2.9071 -0.4796 -0.8740 -0.45 -0.75 0.57
H 2.8110 -2.1014 -0.3630 3.11 -3.58 1.74
H 0.3200 -1.2047 0.6396 -0.23 -0.45 -0.06
H 1.3670 0.2365 0.8708 -0.04 -2.09 -0.84
H 1.8906 -1.3256 1.5496 -0.90 0.20 -0.78

16
Properties=species:S:1:pos:R:3:forces:R:3 method="wB97M-V/def2-TZVPD" relative_energy_kcal_mol=2.66 e_tot_ev=-4342.413 homo_energy_ev=-11.700 smiles=CC.CC max_force_ev_per_a=1.00
C -1.2859 0.7671 0.5770 -0.39 0.16 0.67
C -1.7663 2.2149 0.7769 0.34 -0.36 -0.87
H -2.1633 0.1182 0.5309 0.18 -0.17 0.02
H -0.6776 0.5895 -0.3037 -0.04 0.22 -0.20
H -0.6933 0.4771 1.4476 0.02 -0.18 -0.11
H -0.9745 2.9167 0.5035 -0.05 0.07 0.34
H -2.0851 2.3623 1.8053 -0.03 0.18 -0.02
H -2.5962 2.4215 0.0979 -0.07 0.08 0.17
C 1.8824 -0.8219 -0.5920 0.56 -0.49 0.13
C 1.1685 -2.1676 -0.7667 -0.45 0.86 0.18
H 2.9595 -0.9758 -0.4595 -0.08 0.00 -0.25
H 1.7441 -0.1965 -1.4694 -0.09 0.24 0.08
H 1.5755 -0.3024 0.3117 -0.27 0.13 -0.05
H 1.2103 -2.4861 -1.8014 0.24 -0.35 -0.07
H 0.1090 -2.0587 -0.5277 -0.05 -0.02 -0.01
H 1.5666 -2.9054 -0.0871 0.17 -0.38 -0.01

16
Properties=species:S:1:pos:R:3:forces:R:3 method="wB97M-V/def2-TZVPD" relative_energy_kcal_mol=6.58 e_tot_ev=-4342.243 homo_energy_ev=-11.695 smiles=CC.CC max_force_ev_per_a=0.91
C -1.4410 0.4048 1.7996 -0.70 0.36 -0.25
C -2.7083 1.1211 1.2969 -0.42 0.21 -0.03
H -1.1809 0.6308 2.8298 -0.34 -0.08 0.21
H -1.5596 -0.6654 1.6866 0.49 -0.21 -0.13
H -0.6317 0.8293 1.2180 0.42 -0.52 -0.18
H -2.5409 1.4788 0.2803 0.17 0.54 0.18
H -2.9754 1.9233 1.9869 0.05 0.29 -0.41
H -3.6390 0.5647 1.1424 0.34 -0.60 0.59
C 1.4905 -0.4087 -1.2168 0.05 -0.73 0.09
C 2.6760 -1.1580 -1.8205 0.12 0.54 -0.45
H 1.5104 -0.5114 -0.1299 -0.18 0.12 -0.04
H 1.4839 0.6452 -1.4727 0.12 0.15 -0.04
H 0.5694 -0.8504 -1.5967 -0.16 0.09 0.16
H 3.6135 -0.7048 -1.4912 0.04 -0.23 0.03
H 2.6802 -2.2247 -1.6031 -0.04 0.04 0.26
H 2.6530 -1.0748 -2.9097 0.05 0.02 0.00

16
Properties=species:S:1:pos:R:3:forces:R:3 method="wB97M-V/def2-TZVPD" relative_energy_kcal_mol=9.69 e_tot_ev=-4342.108 homo_energy_ev=-11.621 smiles=CC.CC max_force_ev_per_a=1.97
C 0.4135 -1.5701 1.1091 -1.01 0.75 1.51
C -0.9878 -2.2016 1.0053 0.34 -0.27 -0.44
H 0.3654 -0.7323 0.4175 1.03 -0.05 -0.02
H 0.5975 -1.1733 2.1251 -0.40 0.21 -0.36
H 1.2500 -2.2433 1.0489 0.19 -0.35 -1.04
H -1.7045 -1.8489 1.7406 0.16 -0.01 0.31
H -0.9301 -3.2876 1.0330 -0.22 -0.06 0.12
H -1.4161 -1.9153 0.0443 -0.05 -0.25 -0.09
C 0.8458 1.7325 -1.5545 -0.23 0.03 -0.54
C -0.2632 2.0939 -0.5590 0.59 -1.56 -0.17
H 1.6942 1.2808 -1.0433 0.31 0.55 0.11
H 0.5834 0.9429 -2.2622 -0.55 0.06 0.01
H 1.1007 2.5926 -2.1818 0.47 -0.11 0.31
H 0.1678 2.6603 0.2650 -0.38 0.30 -0.08
H -0.5883 1.1254 -0.1568 -0.26 0.36 0.27
H -1.1282 2.5440 -1.0311 0.02 0.38 0.08